No. 1
{"formula": "C20H37NOPdSbTe", "method": "wB97M-V/def2-TZVPD", "symbols": ["C", "Pd", "Sb", "C", "Te", "C", "H", "H", "C", "H", "C", "H", "H", "H", "H", "H", "H", "H", "H", "H", "H", "C", "H", "H", "H", "H", "C", "C", "H", "H", "H", "C", "H", "H", "H", "C", "H", "H", "C", "C", "H", "H", "H", "O", "C", "H", "C", "C", "H", "H", "H", "C", "H", "H", "C", "H", "H", "C", "H", "N", "C", "C"], "xyz": [[-2.5304, 5.3704, -0.0941], [-0.7059, 0.4706, -0.2248], [2.2770, -1.4787, 0.1375], [-5.6459, -0.3927, 0.6894], [-2.2950, 2.5106, -0.6392], [-1.6550, 4.2924, 0.1220], [5.3940, -0.4132, 0.3648], [-0.6974, 7.8046, 1.3643], [-4.8810, -1.5740, 0.0688], [-2.8371, 7.4688, 0.1797], [-0.0998, 5.7478, 1.2325], [5.1233, -1.9006, -0.6034], [3.2309, -1.4389, 3.2986], [-4.5053, -2.5654, 1.9824], [-0.1279, -2.1170, 1.3650], [3.4244, -0.4844, -2.4818], [-6.6522, -0.7311, 0.9338], [4.2122, -0.1056, 2.6096], [1.3850, 1.6127, 0.8088], [-0.2201, -1.8178, -1.8454], [3.4539, -4.0339, -0.9248], [2.1787, 0.4116, -0.8730], [1.1620, -1.7988, -2.9696], [-5.7286, 0.4373, -0.0123], [-4.8988, -2.7553, -1.7716], [4.2971, 0.5986, -1.3788], [5.2394, -1.4900, 0.4020], [-3.4703, -1.1606, -0.0876], [4.9747, -1.5445, 3.2727], [3.1705, 1.2477, -2.5681], [2.5111, -4.4982, -2.3233], [4.1077, -1.1855, 2.7047], [-6.4769, -2.1953, -1.2110], [4.0072, -2.9714, 1.4569], [-5.3764, -1.0601, -1.9981], [1.5169, -2.9915, -1.1812], [-5.1757, -0.0426, 1.6085], [6.1619, -1.9395, 0.7935], [-0.4390, 4.4862, 0.7916], [2.8044, -3.6423, -1.7105], [1.2336, 0.3803, -1.4448], [-3.4766, 5.2258, -0.6006], [3.3721, -2.9726, -2.3602], [0.4591, -1.3407, 1.3836], [-4.9209, -2.7948, 1.0010], [-4.3897, -3.6445, 0.5722], [0.6098, -2.4006, -2.2468], [2.2113, 1.5937, 0.0905], [3.1435, 1.6190, 0.6578], [0.8362, 5.9108, 1.7491], [0.5784, -1.0998, 2.3174], [-2.1738, 6.6316, 0.3489], [-5.9638, -3.0801, 1.1345], [0.1663, -3.2347, -2.7966], [-0.9668, 6.8187, 1.0102], [2.1555, 2.5195, -0.4862], [0.9779, -3.6723, -0.5181], [3.3440, 0.4215, -1.8758], [0.2281, 3.6517, 0.9720], [-2.3741, -0.8513, -0.2535], [-5.4298, -1.9152, -1.3248], [4.1663, -1.8962, 1.3820]], "mulliken_charge": [-0.4921, 0.0375, 0.8483, -1.5465, 0.6375, 0.4911, 0.3643, 0.4209, 1.9757, 0.4162, -0.6694, 0.3944, 0.3964, 0.3906, 0.3172, 0.4070, 0.4126, 0.3071, 0.3661, 0.1526, 0.4627, -0.0062, 0.2849, 0.3811, 0.3928, 0.3609, -1.3397, -0.5719, 0.4363, 0.4764, 0.4365, -1.2840, 0.4077, 0.4718, 0.3836, 0.1500, 0.3840, 0.4875, 0.0471, -1.3479, 0.6995, 0.3842, 0.3165, -0.4700, -1.5793, 0.3924, -1.0085, -1.4329, 0.2841, 0.4118, 0.3091, -0.6641, 0.4108, 0.4962, -0.3838, 0.5211, 0.4731, -1.5060, 0.1903, -0.2706, -1.5257, 0.3107], "total_charge": 3, "homo_ev": [-15.93, -15.92]}

***

No. 2
{"formula": "C20H38B4N2O13S2", "method": "wB97M-V/def2-TZVPD", "symbols": ["O", "H", "C", "H", "N", "C", "H", "C", "C", "H", "H", "H", "B", "H", "B", "O", "H", "B", "C", "H", "C", "H", "O", "O", "C", "H", "S", "H", "C", "H", "H", "B", "C", "S", "C", "H", "O", "C", "O", "O", "O", "O", "C", "H", "H", "N", "H", "H", "O", "C", "C", "H", "C", "C", "H", "H", "H", "H", "H", "H", "O", "H", "H", "H", "H", "H", "H", "O", "H", "H", "H", "C", "C", "C", "C", "H", "H", "H", "O"], "xyz": [[-1.5036, -0.0220, -0.8570], [2.4826, 0.3505, 3.1101], [3.1759, -0.9878, 6.2492], [2.2451, -3.2976, -1.0906], [-1.0538, 0.3491, -5.2318], [-2.2422, 2.7282, -0.5779], [-2.7457, 4.6435, -1.6832], [2.7271, 0.5602, 2.0367], [4.4794, -1.0068, 7.0237], [1.6939, 3.2170, 2.1045], [1.5475, -3.7564, -4.0906], [-7.3507, 3.4954, 1.4922], [-2.0126, -0.2633, -4.2594], [1.3265, -4.8389, -2.6218], [-1.8386, -2.3652, -1.4699], [5.3853, -1.7574, 6.2126], [-2.9936, -1.1974, 0.0092], [-1.8546, -1.8161, -3.6287], [-0.9730, 2.1301, 0.1262], [-7.3006, 1.2991, 0.4427], [1.0557, 2.5007, 1.5329], [-3.8653, 0.4916, -4.4159], [-4.9771, 2.8043, 3.5211], [3.5639, -0.8558, 4.8796], [0.5678, 0.2155, 0.5810], [3.0279, -0.4042, 1.5437], [-6.0697, 1.8911, 3.5603], [-1.6148, 0.7986, -5.9627], [-1.9015, -1.2900, -0.2806], [-1.3632, -1.5808, 0.6524], [3.8819, -0.8985, -3.0912], [-0.2480, -3.3124, -2.8310], [1.2855, -3.7740, -2.9966], [4.9818, -1.6039, 4.6560], [-1.8692, 3.9654, -1.5045], [4.3709, -1.4713, 8.0024], [-2.7422, -2.2020, -2.5656], [-0.6407, 0.7071, -0.0539], [4.7244, -2.9017, 4.1355], [-6.1272, 1.1121, 2.1464], [5.8793, -0.6906, 4.0404], [-7.4390, 2.7325, 3.3936], [1.4125, 1.0991, 1.3735], [-8.9321, 2.8163, 1.9485], [0.8627, -0.8581, 0.4545], [5.3011, -1.3627, -5.0606], [-2.7062, 1.9786, -1.2790], [-0.9880, 4.5421, -1.1336], [-6.2473, 0.9470, 4.6072], [2.2654, -2.8738, -2.1233], [-0.1549, 3.0421, 0.9091], [6.5702, -1.0057, -3.3974], [-3.3517, 3.0781, 0.4978], [5.7849, -1.7613, -3.7037], [2.6370, -1.9326, 6.3584], [4.9371, -0.4107, -4.9383], [-0.5772, 1.1166, -4.7343], [3.5517, 1.3169, 2.0291], [-4.3932, 2.9415, 0.1007], [-0.4501, 4.1159, 0.9813], [-0.9303, -3.4397, -1.5761], [4.9540, -1.4740, -1.6962], [4.8840, 0.0014, 7.1433], [2.5274, -0.1655, 6.5454], [-3.2246, 4.1676, 0.7557], [6.2844, -2.7605, -3.7511], [1.9806, -1.7923, -2.1651], [-0.8931, -2.7852, -3.9968], [-8.0750, 0.5368, 1.8533], [6.0797, -1.3100, -5.7241], [-1.5755, 3.5788, -2.5235], [-7.3963, 1.3289, 1.5270], [4.5494, -1.7190, -2.7192], [-7.8545, 2.6858, 2.0271], [3.7333, -3.0638, -2.6874], [-3.1635, 2.4278, 1.3879], [3.7641, -3.5028, -3.7153], [4.2541, -3.7769, -1.9868], [-3.0957, 0.5759, -3.8280]], "mulliken_charge": [-0.3710, 0.2450, -0.3819, 0.3152, -0.6568, 0.9567, 0.3877, -1.3083, -0.3787, 0.3134, 0.2744, 0.2869, 0.5334, 0.2259, 0.6756, -0.3005, -0.0173, 0.6704, 0.1931, 0.3156, -0.9778, 0.2760, -0.5134, -0.2249, -0.1802, 0.2314, 1.0802, 0.2507, -0.6257, 0.4956, 0.3020, -0.0035, -0.7868, 1.1131, -1.3374, 0.3163, -0.2231, 0.2150, -0.5517, -0.2386, -0.5330, -0.3133, 0.6407, 0.3132, 0.3346, -0.6256, 0.0167, 0.3032, -0.5525, 0.0354, -0.4401, 0.3189, -1.3517, -0.5820, 0.2983, 0.2059, 0.2690, 0.3878, 0.3066, 0.3860, -0.3557, 0.2631, 0.2910, 0.3298, 0.3194, 0.3668, 0.1413, -0.4159, 0.3111, 0.2332, 0.2103, -0.3480, -0.4821, -0.3365, -0.8316, 0.3573, 0.4110, 0.2089, -0.6871], "homo_ev": -8.16}

***

No. 3
{"formula": "C20H38Cl3N2O4SiSr", "method": "wB97M-V/def2-TZVPD", "symbols": ["O", "H", "H", "Cl", "H", "H", "C", "C", "H", "Cl", "C", "H", "C", "C", "C", "H", "H", "N", "C", "C", "H", "Si", "C", "C", "Cl", "H", "O", "C", "C", "H", "C", "H", "H", "N", "H", "C", "H", "H", "O", "C", "H", "C", "H", "C", "H", "H", "H", "H", "H", "H", "H", "H", "H", "Sr", "H", "H", "H", "H", "H", "H", "C", "C", "O", "H", "H", "H", "H", "H", "C"], "xyz": [[5.5037, -0.8985, 5.0999], [-4.5763, 1.1677, -2.9710], [-0.1140, 0.9584, 1.0098], [0.7332, -1.7244, 3.1296], [-0.2203, 1.5160, 3.3293], [-3.5311, -2.4360, -6.0337], [-3.0504, -0.3548, -6.4011], [-2.4627, -0.1274, -2.1412], [-3.2063, -0.4223, -7.4799], [3.8135, -3.8427, 4.0881], [0.4371, 2.2941, 3.7675], [-2.1624, 1.8966, -3.9699], [4.4317, -0.5028, -0.4649], [0.3308, 0.2743, 0.2513], [3.4917, -1.8993, 1.2430], [-4.6832, -0.2653, 0.5187], [0.5104, -0.1293, -3.7360], [3.8627, -1.7670, -0.0093], [-3.8918, -0.6977, -0.0993], [0.1768, 1.7269, 6.1672], [-0.6968, 1.0795, 5.9444], [0.0304, 0.8517, -1.4731], [-2.6429, -0.1860, -3.6468], [-6.1522, 0.9149, -1.4619], [2.3371, -1.2954, 6.6374], [1.9306, -0.2386, -2.6511], [-1.6092, 0.9600, -1.7732], [-2.6679, 0.8562, -5.8240], [-4.7828, 0.7066, -2.0060], [1.2409, 2.5345, 3.0422], [-3.8204, -0.0118, -1.4142], [-2.5208, 1.7444, -6.4371], [0.2469, 3.0369, -2.6318], [1.0088, 1.8403, 5.0148], [0.3691, 3.2208, -0.8586], [3.7248, -2.8454, -0.9054], [4.7555, 0.1167, 0.3888], [1.4207, 0.2214, 0.4826], [4.0211, -0.9849, 1.9914], [0.8217, -0.3337, -2.6871], [2.7843, 1.3475, 5.9727], [0.6570, 2.5732, -1.7119], [3.6613, 0.0556, -1.0539], [2.2283, 1.3420, 5.0449], [0.5772, -1.3972, -2.4705], [2.8093, -2.6981, 1.5341], [4.7011, -3.0740, -1.3654], [-2.9264, -0.6175, 0.4401], [5.3059, -0.2661, 5.8053], [0.7504, 1.2829, 6.9980], [-0.1647, 3.1954, 3.9783], [5.2794, -0.7165, -1.1319], [-6.6256, 1.8126, -1.9306], [3.2492, -1.3833, 4.2690], [3.0011, -2.5834, -1.6945], [3.3622, -3.7302, -0.3501], [1.7631, 2.5914, -1.7884], [-4.1120, -1.8005, -0.2198], [-6.8198, 0.0630, -1.6875], [-0.0768, -0.7392, 0.4621], [-2.4643, 0.9512, -4.4412], [-3.2341, -1.4849, -5.5953], [2.7966, 1.0228, 3.9098], [-3.1881, -2.2700, -3.5657], [-6.1531, 1.0684, -0.3766], [5.6520, -1.7453, 5.5245], [-2.0027, -1.0753, -1.8086], [-0.1835, 2.7296, 6.4465], [-3.0350, -1.4087, -4.2225]], "mulliken_charge": [-0.6625, 0.2948, -0.1942, -0.7469, 0.3239, 0.3858, -0.4028, 0.4073, 0.3683, -0.7703, -0.9953, 0.4059, -0.8954, -0.2057, 0.1375, 0.4002, 0.3660, 0.3703, -1.2713, -0.9096, 0.2704, 0.2375, -0.2327, -1.3646, -0.7025, 0.4282, -0.4873, -0.7738, 0.0939, 0.2618, 0.1064, 0.3874, 0.2481, 0.2858, 0.2983, -0.8620, 0.2680, 0.0929, -0.7796, -0.9513, 0.6928, -0.9987, 0.0868, -0.1091, 0.2745, 0.3873, 0.3273, 0.2473, 0.3305, 0.3095, 0.3325, 0.4104, 0.3439, 1.2901, 0.2257, 0.2883, 0.3048, 0.2193, 0.2528, 0.2545, 0.1321, -0.6530, -0.7693, 0.3854, 0.3654, 0.3399, 0.6493, 0.3186, -0.4697], "total_charge": -1, "homo_ev": -5.15}

***

No. 4
{"formula": "C20H38ClN6O4", "method": "wB97M-V/def2-TZVPD", "symbols": ["C", "H", "H", "H", "H", "O", "C", "H", "H", "H", "H", "N", "H", "H", "H", "H", "N", "N", "Cl", "H", "C", "C", "N", "H", "H", "H", "H", "C", "H", "C", "O", "H", "C", "H", "H", "C", "N", "O", "C", "C", "H", "C", "N", "H", "H", "H", "H", "C", "C", "C", "C", "C", "H", "H", "H", "H", "C", "C", "H", "O", "H", "H", "H", "H", "H", "H", "C", "C", "H"], "xyz": [[4.0611, -0.9247, 7.1825], [-2.7936, 1.3275, -6.0664], [2.8500, -0.8564, 5.3993], [3.3450, -0.9806, 1.3113], [2.1100, -2.9402, 0.3161], [2.2141, 0.4543, 3.4305], [0.1783, -0.0916, -3.4379], [-2.8265, 1.4352, 2.3071], [4.5039, -1.1070, -0.5321], [-1.5167, 1.3380, -8.3023], [-0.9132, 1.5133, -4.7791], [-1.1064, 1.0059, -7.3979], [-0.5879, -0.1210, 0.9067], [-1.9268, 0.9995, 0.1936], [4.9469, -0.4802, 6.7169], [0.3394, -2.1784, 0.7492], [-3.8388, 1.3772, 2.0492], [2.7592, -0.5129, -3.4950], [1.6965, 0.7114, -5.5783], [4.2115, -3.2461, 6.1239], [3.1877, -1.5890, 6.1385], [1.3778, -1.3208, -1.1853], [-4.2862, 2.7528, -0.2346], [-1.5999, -2.0689, -0.9164], [-0.7667, 1.8934, -6.9302], [3.5099, -0.1422, 7.7116], [2.3064, -2.0470, 6.5978], [2.7405, -1.1331, -2.1390], [1.4638, 2.3802, 0.8710], [1.5395, 1.7078, 3.0584], [-2.9346, -1.1975, -4.7997], [4.4193, -1.6585, 7.9118], [-2.2532, 0.4131, -6.6015], [-2.3984, -0.6382, -1.8477], [-3.8353, 3.6792, -0.4666], [-1.1708, 0.5067, -4.1952], [-4.8386, 3.6379, 2.0268], [0.4483, 2.0502, 3.7985], [1.5381, -0.7229, 2.7904], [-1.7105, -0.5506, -5.3516], [-3.7701, 1.9693, -0.6916], [1.9981, 2.7462, 1.8727], [1.5781, -0.0583, -3.9924], [-3.1200, -1.8852, 0.6750], [-3.0568, -0.1492, -7.2400], [3.1574, 2.7287, 1.6322], [1.5844, 3.8309, 2.0776], [-4.1182, 0.0724, 1.3342], [1.4141, -1.9823, 0.3289], [-2.7541, -0.8822, 1.1801], [-4.3113, 2.5871, 1.2736], [4.1501, -1.7141, -1.4679], [5.0021, -1.7866, -2.2666], [-2.0291, 0.8152, -3.4304], [-5.0871, 4.3671, 1.3031], [-3.5387, -0.3990, -4.6000], [-1.4727, -0.9074, -1.1611], [-1.5732, -0.1201, 0.2739], [-0.8869, -1.3128, -5.6848], [3.9234, -2.5962, 5.4601], [1.8474, -1.6490, 3.4562], [0.3839, -0.5236, 2.8196], [-4.6168, 0.1794, 0.2810], [1.9840, 0.1913, 0.7341], [-2.3527, -1.1972, 2.2533], [-4.8476, -0.5485, 2.0272], [-0.0204, -0.7677, -1.9203], [2.1824, -0.8476, 1.2870], [3.9071, -2.8366, -1.1483]], "mulliken_charge": [-1.1650, 0.2699, -0.1426, 0.1232, 0.4199, -0.3610, 0.1497, 0.2716, 0.1914, 0.2745, 0.3878, -0.5689, -0.5681, 0.3036, 0.3073, 0.3154, -0.2512, -0.8860, 0.0423, 0.3090, 0.3622, -0.0464, -0.5762, 0.4519, 0.2364, 0.3203, 0.2640, 0.5857, 0.1001, 0.5697, -0.5484, 0.3635, -0.6298, 0.2171, 0.2845, -0.3810, -0.5815, -0.5318, -0.1481, 0.1374, 0.2073, -0.7010, 0.5273, 0.3852, 0.3485, 0.3025, 0.3209, -0.5842, -0.6261, -0.8006, 0.4548, -0.8201, 0.3474, 0.2073, 0.2538, 0.3765, -1.0136, 0.7616, 0.3471, -0.5443, 0.3680, 0.0141, 0.2542, 0.0590, 0.3236, 0.2893, 0.0286, -0.2412, 0.2815], "total_charge": 1, "homo_ev": -11.40}